18
Properties=species:S:1:pos:R:3:forces:R:3 method="wB97M-V/def2-TZVPD" e_tot_ha=-418.9632 lumo_energy_ev="-0.371 / -0.371" e_homo_ev="-7.04 / -7.04" de_lowest_kcal_mol=139.63
C 1.420 0.620 -2.237 1.478 1.944 -2.651
C 0.955 -0.556 -2.841 -0.106 0.683 2.855
C 1.020 1.087 -0.947 -0.109 0.729 0.919
C 0.095 -1.415 -2.162 -0.793 -1.222 1.682
C 0.171 0.200 -0.324 0.747 0.414 -1.988
C -0.295 -1.031 -0.900 1.071 3.704 1.266
C -0.506 0.613 2.037 -1.343 -1.537 -3.878
C -1.316 0.127 3.169 0.757 0.706 3.819
N -0.605 -0.060 0.883 1.842 0.510 -0.337
N -1.050 -1.314 0.207 -1.665 -0.796 2.964
H 2.100 1.322 -2.931 -1.474 -1.665 1.920
H 1.356 -1.029 -3.665 1.017 0.093 -2.144
H 1.372 2.100 -0.485 -0.600 -2.085 -1.058
H -0.115 -2.450 -2.388 -0.047 0.061 -0.953
H -0.046 1.644 1.866 -0.448 -1.689 0.797
H -1.747 1.037 3.684 0.361 -0.879 -0.452
H -0.642 -0.354 4.056 -1.402 0.947 -2.246
H -2.167 -0.541 2.978 0.713 0.082 -0.516

16
Properties=species:S:1:pos:R:3:forces:R:3 method="wB97M-V/def2-TZVPD" e_tot_ha=-271.5548 lumo_energy_ev=0.967 e_homo_ev=-8.32 de_lowest_kcal_mol=124.13
O 1.924 -0.624 0.067 0.063 0.266 -0.998
C 0.622 -0.977 -0.333 -0.705 -3.746 2.090
C 0.048 -0.219 -1.447 -0.385 1.534 1.904
C -0.300 1.356 -0.144 -0.273 -0.238 -1.332
C -0.980 1.087 1.153 0.283 -2.770 -2.607
C -0.280 -0.990 0.862 -0.743 2.236 2.054
H 2.417 -0.501 -0.764 -0.009 0.000 0.590
H 0.548 -2.298 -0.279 0.471 2.877 -1.100
H 0.724 0.016 -2.273 -0.080 0.171 0.211
H -0.885 -0.660 -1.811 0.009 0.454 0.219
H -0.953 1.923 -0.806 0.645 0.395 -0.160
H 0.712 1.711 0.061 -0.195 0.145 -0.797
H -0.638 1.675 2.007 0.426 -0.814 -0.006
H -2.067 1.163 1.030 0.278 -0.422 0.324
H 0.216 -0.960 1.830 0.270 -0.627 -0.272
H -1.109 -1.702 0.846 -0.052 0.540 -0.117

15
Properties=species:S:1:pos:R:3:forces:R:3 method="wB97M-V/def2-TZVPD" e_tot_ha=-701.7325 charge=+1 multiplicity=2 s_squared=0.756 lumo_energy_ev="-3.147 / -8.702" e_homo_ev="-14.39 / -13.93" de_lowest_kcal_mol=1.21
N 1.573 1.088 -1.012 1.601 -1.315 0.177
C 0.696 0.468 -0.154 -1.025 1.209 0.148
C -0.839 0.835 -0.521 -0.475 -0.618 0.675
S -1.856 0.919 0.965 0.499 -0.264 -0.206
C 0.745 -1.134 -0.272 -0.129 -0.081 0.390
N 0.330 -1.731 0.841 -0.142 -0.658 0.051
O 1.138 -1.650 -1.272 0.062 0.156 -0.328
H 1.711 0.556 -1.874 -0.544 0.417 -0.339
H -1.098 1.861 1.544 -0.215 0.227 0.073
H 2.524 1.265 -0.665 -0.628 0.542 0.203
H 0.794 0.754 0.893 0.664 -0.036 -0.074
H -1.256 0.047 -1.131 -0.226 0.031 -0.381
H -0.907 1.797 -1.003 0.457 0.101 -0.336
H -0.105 -1.310 1.646 0.103 0.364 -0.187
H 0.268 -2.737 0.772 -0.001 -0.077 0.130

53
Properties=species:S:1:pos:R:3:forces:R:3 method="wB97M-V/def2-TZVPD" e_tot_ha=-1616.8823 lumo_energy_ev=-0.493 e_homo_ev=-8.85
C -0.926 -6.890 0.180 -0.188 -0.185 0.078
H -0.456 -7.853 -0.013 -0.079 0.055 0.032
O 0.015 -5.921 -0.222 0.209 0.263 -0.087
C -0.296 -4.612 -0.088 0.051 0.261 -0.013
C 0.696 -3.708 -0.483 -0.014 -0.245 -0.005
C 0.486 -2.351 -0.399 -0.185 -0.013 0.044
C -0.722 -1.852 0.091 -0.182 -0.366 0.130
C -1.697 -2.756 0.504 0.170 0.311 -0.088
C -1.500 -4.119 0.411 0.055 -0.362 -0.022
H -2.283 -4.786 0.734 -0.055 -0.087 0.018
H -2.621 -2.364 0.900 -0.074 0.026 0.052
C -1.032 -0.408 0.242 0.094 -0.024 0.197
O -1.812 0.018 1.066 0.061 -0.110 0.031
N -0.365 0.412 -0.636 0.201 0.069 -0.156
C -0.461 1.813 -0.659 -0.551 0.378 -0.012
C -1.600 2.514 -0.554 0.636 -0.111 0.012
C -2.957 1.994 -0.489 -0.581 -0.183 -0.100
C -3.888 2.636 0.323 -0.068 -0.025 0.018
C -5.180 2.141 0.411 0.784 -0.659 -0.792
C -5.582 1.027 -0.315 -0.130 0.221 0.242
C -4.666 0.412 -1.149 0.086 0.040 -0.001
C -3.370 0.888 -1.235 -0.050 0.183 0.012
H -2.671 0.405 -1.901 0.074 -0.050 -0.044
H -4.963 -0.446 -1.732 -0.039 -0.056 -0.048
H -6.596 0.669 -0.221 -0.021 0.001 -0.006
N -6.131 2.802 1.272 -0.389 0.262 0.315
O -5.770 3.806 1.848 0.062 0.235 0.161
O -7.238 2.316 1.364 -0.260 -0.084 0.055
H -3.612 3.499 0.908 0.007 0.046 0.005
H -1.493 3.588 -0.477 0.122 0.054 -0.017
C 0.833 2.565 -0.746 -0.092 -0.058 0.013
O 0.900 3.678 -1.219 0.055 0.140 0.005
N 1.891 1.857 -0.247 -0.118 -0.422 0.207
C 3.239 2.219 -0.180 0.383 0.243 -0.086
C 4.109 1.337 0.452 0.121 0.114 -0.029
C 5.465 1.632 0.529 -0.307 0.235 -0.176
C 5.955 2.812 -0.025 0.075 -0.178 0.113
C 5.085 3.685 -0.651 0.060 -0.140 0.077
C 3.733 3.398 -0.735 -0.147 0.055 -0.042
H 3.055 4.080 -1.220 -0.012 0.005 -0.002
H 5.457 4.601 -1.081 0.029 0.077 -0.038
H 7.011 3.021 0.048 0.087 0.018 0.007
C 6.414 0.710 1.191 0.612 -0.110 0.169
O 7.595 0.914 1.316 -0.086 0.055 -0.045
O 5.835 -0.412 1.654 -0.399 -0.297 0.082
H 6.505 -0.968 2.080 0.073 0.274 -0.126
H 3.739 0.421 0.890 -0.052 -0.085 0.032
H 1.666 0.997 0.239 -0.069 0.215 -0.131
H 0.288 -0.008 -1.282 -0.185 -0.024 0.049
H 1.292 -1.691 -0.689 0.075 0.060 -0.039
H 1.629 -4.104 -0.850 0.114 -0.042 -0.036
H -1.156 -6.806 1.246 0.003 0.009 -0.045
H -1.850 -6.816 -0.402 0.035 0.009 0.030

105
Properties=species:S:1:pos:R:3:forces:R:3 method="wB97M-V/def2-TZVPD" e_tot_ha=-2391.2641 lumo_energy_ev=0.193 e_homo_ev=-8.74
C -1.806 3.606 4.770 0.212 -1.412 -0.230
C -2.316 2.155 4.967 1.441 0.730 0.541
O -1.457 1.575 6.015 -0.362 0.402 -1.829
C -2.056 1.174 7.115 1.648 0.095 -0.758
O -3.192 1.289 7.397 -2.562 0.188 0.528
O -1.115 0.645 7.864 0.197 -0.775 0.751
C -1.582 0.238 9.145 0.803 0.235 1.183
H -2.340 4.052 3.969 -0.808 0.521 -0.762
H -0.769 3.554 4.391 -0.284 0.105 0.658
H -1.922 4.232 5.648 0.190 -0.112 0.164
H -2.135 1.577 4.064 0.122 -0.113 -0.015
H -3.349 2.029 5.242 -0.295 0.295 0.247
H -2.011 -0.756 9.191 -0.213 -0.245 -0.619
H -2.350 0.946 9.515 0.780 -0.319 0.049
H -0.638 0.172 9.727 -0.872 0.401 0.059
C 2.124 -2.874 0.713 1.066 0.124 1.606
C 2.910 -3.874 -0.132 0.960 0.252 -0.421
O 4.358 -3.928 0.067 1.172 1.392 1.568
C 5.022 -2.767 0.375 -0.626 -2.772 -0.443
O 4.671 -1.675 0.108 -1.065 2.403 -0.720
O 6.153 -3.036 0.985 1.177 -0.606 -0.397
C 7.025 -1.903 1.137 0.480 0.161 0.923
H 2.397 -3.034 1.804 -0.153 0.265 -1.103
H 1.071 -3.111 0.684 -0.359 0.015 -0.386
H 2.319 -1.795 0.470 -0.262 -1.261 -0.010
H 2.867 -3.619 -1.183 -0.780 -0.189 -0.331
H 2.715 -4.940 0.057 -0.729 0.616 -0.178
H 7.236 -1.274 0.263 -0.009 -1.002 -0.504
H 7.971 -2.303 1.610 -1.274 0.649 -0.492
H 6.465 -1.190 1.733 0.377 0.044 0.823
C 2.751 -0.041 -4.706 -0.262 -1.064 -1.090
C 3.106 -1.476 -4.280 0.923 2.153 1.235
O 1.945 -2.274 -4.209 0.367 -0.458 -0.182
C 1.130 -1.990 -3.209 -0.518 1.279 0.612
O 1.332 -1.082 -2.420 -0.551 -1.320 0.012
O 0.035 -2.757 -3.246 1.098 0.658 0.281
C -0.076 -3.504 -4.475 -0.225 0.522 0.434
H 1.971 0.365 -4.099 -0.656 -0.062 0.362
H 2.368 -0.177 -5.738 0.371 0.876 0.321
H 3.557 0.675 -4.578 0.465 -0.280 -0.542
H 3.586 -1.372 -3.288 -0.184 -0.634 -0.372
H 3.773 -1.947 -4.980 0.147 -0.240 -0.195
H 0.775 -4.173 -4.587 -0.392 -0.044 -0.221
H -0.200 -2.787 -5.282 0.334 -0.177 -0.286
H -1.011 -3.964 -4.319 -0.894 -1.154 -0.150
C -6.273 1.028 -1.696 -0.961 0.365 0.928
O -7.120 1.050 -0.801 0.754 -0.073 -0.407
N -5.498 2.060 -2.058 0.303 0.656 0.754
C -4.632 1.955 -3.201 -0.334 0.094 -0.745
C -5.439 3.324 -1.256 3.039 -2.425 -0.747
H -6.108 0.116 -2.282 0.101 -0.021 -0.277
H -3.619 1.668 -3.013 0.694 0.020 0.649
H -4.645 2.893 -3.746 0.021 0.217 -0.087
H -5.013 1.202 -3.878 -0.268 -0.221 -0.190
H -5.873 4.081 -1.800 -1.173 1.862 -1.156
H -5.935 3.143 -0.353 -0.725 -0.108 1.342
H -4.339 3.580 -1.098 -1.383 -0.389 -0.040
C 5.854 1.096 -1.863 -1.428 -2.417 1.812
O 6.220 1.106 -2.994 0.999 0.891 -2.255
N 6.189 1.945 -0.873 -0.744 0.308 1.363
C 5.498 1.901 0.462 0.168 1.316 -0.331
C 6.883 3.147 -1.232 -0.029 1.469 3.218
H 5.226 0.209 -1.567 0.131 0.801 0.574
H 5.489 0.898 0.795 -0.277 -1.149 0.232
H 4.455 2.309 0.481 0.702 -0.351 -0.527
H 6.007 2.481 1.278 0.133 -0.384 -1.219
H 6.213 3.997 -0.944 0.542 -0.299 -0.456
H 7.796 3.267 -0.570 -0.759 -0.151 -1.026
H 7.096 3.190 -2.255 0.457 -0.104 -1.411
C -0.999 3.699 -0.201 -1.830 -0.151 -0.602
O -2.007 3.294 -0.786 1.456 -0.141 0.384
N 0.246 3.192 -0.199 -0.936 0.653 -0.600
C 1.277 3.919 0.441 1.252 -0.492 1.539
C 0.635 2.153 -1.091 0.368 -1.468 -0.511
H -1.103 4.585 0.417 0.231 0.425 0.446
H 2.049 4.285 -0.191 0.393 0.490 -1.338
H 1.868 3.246 1.086 -0.463 0.146 0.301
H 0.926 4.771 1.010 -0.322 -0.089 0.197
H 0.909 1.238 -0.495 0.469 0.885 -0.794
H -0.184 1.824 -1.716 -0.564 0.207 0.086
H 1.382 2.508 -1.838 0.042 -0.402 0.905
C -3.899 -5.491 -1.396 -1.481 -0.629 0.918
O -2.868 -6.023 -1.735 0.658 0.466 -0.218
N -4.123 -4.180 -1.092 1.505 0.136 0.667
C -5.381 -3.611 -0.633 0.770 0.057 -0.807
C -2.917 -3.365 -0.851 0.110 0.338 -1.949
H -4.773 -6.158 -1.203 -0.190 0.567 -0.346
H -6.150 -4.332 -0.708 -0.905 -0.839 -0.275
H -5.634 -2.744 -1.241 -0.071 0.023 -0.129
H -5.365 -3.286 0.385 0.385 0.179 0.850
H -2.678 -3.214 0.199 -0.358 0.036 0.220
H -2.052 -3.884 -1.320 -0.641 0.352 0.317
H -3.047 -2.392 -1.392 0.209 -0.680 0.702
C -1.624 -0.218 -1.044 -1.025 0.294 -2.169
O -2.270 -0.056 -2.095 0.650 -0.177 1.613
N -2.167 -0.173 0.199 -0.407 0.210 1.117
C -3.533 0.360 0.542 1.951 0.584 0.200
C -1.257 -0.323 1.323 1.231 0.253 -0.511
H -0.520 -0.427 -1.156 -0.955 -0.053 0.710
H -4.348 -0.155 0.107 -0.593 -0.338 -1.077
H -3.534 1.446 0.421 -0.243 -0.140 -0.751
H -3.696 0.265 1.599 0.325 -0.512 0.674
H -0.254 -0.458 0.856 -0.508 -0.068 0.703
H -1.194 0.559 1.976 -0.182 0.121 -0.345
H -1.453 -1.159 1.992 -0.291 -0.294 -0.244

20
Properties=species:S:1:pos:R:3:forces:R:3 method="wB97M-V/def2-TZVPD" e_tot_ha=-328.1569 lumo_energy_ev=0.691 e_homo_ev=-7.64 de_lowest_kcal_mol=101.60
C -1.019 -0.208 -0.548 -1.132 0.893 -1.326
C 0.279 0.415 -0.015 1.366 0.543 0.737
C 1.096 -0.831 0.352 0.625 0.439 -0.838
C 1.587 -1.830 -0.462 0.861 1.525 -1.129
C 1.424 -3.263 -0.090 2.610 -0.672 3.504
N -1.727 -1.072 0.393 0.419 -1.573 1.972
H -1.817 0.502 -0.942 1.097 -0.283 0.881
H -0.781 -0.733 -1.498 0.037 -0.235 0.848
H 0.971 0.916 -0.688 -0.758 0.507 -1.062
H 0.108 1.218 0.820 0.308 -1.958 -1.072
H 1.476 -0.818 1.331 -1.016 -1.310 2.187
H 2.343 -1.598 -1.349 -2.847 -0.350 0.755
H 1.652 -3.947 -0.881 -0.004 -0.229 -0.613
H 2.270 -3.510 0.743 -1.690 0.226 -1.532
H 0.470 -3.562 0.404 0.611 0.593 -0.633
H -2.133 -0.573 1.184 -0.203 0.628 -0.647
H -1.175 -1.776 0.990 -0.284 1.259 -2.033
H -1.833 7.003 0.838 -0.461 0.750 1.087
H -1.655 7.127 -0.661 -0.087 0.342 -0.324
O -1.535 6.541 0.080 0.549 -1.094 -0.762